The following is a DFT calculation (the ωB97M-V functional and the def2-TZVPD basis) of C32H28N6O2RhS2Se2 as an isolated structure.

Last column: Mulliken charge in e.
Element x y z (Å)
Rh: -1.140 0.014 0.634  0.671
Se: -1.231 -0.506 3.945  0.233
Se: -3.515 -1.650 2.625  0.080
C: -2.314 -3.034 2.174  0.192
C: -2.530 -4.331 2.630  -0.927
C: -1.600 -5.300 2.308  -0.299
C: -0.509 -4.939 1.528  -1.024
C: -0.381 -3.617 1.134  -0.191
N: -1.255 -2.676 1.453  0.458
C: -1.980 1.127 3.359  -0.139
C: -2.488 2.041 4.279  -1.034
C: -3.065 3.206 3.820  -0.335
C: -3.109 3.422 2.447  -1.096
C: -2.561 2.477 1.602  -0.265
N: -1.996 1.345 2.035  1.100
H: -3.399 -4.550 3.232  0.448
H: -1.721 -6.315 2.655  0.432
H: 0.236 -5.660 1.236  0.507
H: 0.462 -3.308 0.533  0.463
H: -2.423 1.814 5.332  0.497
H: -3.476 3.928 4.511  0.461
H: -3.567 4.305 2.031  0.499
H: -2.578 2.636 0.534  0.386
C: 0.440 2.729 -0.983  -1.209
N: -0.673 1.830 -0.833  0.704
C: -1.625 1.806 -1.703  -0.317
C: -2.732 0.949 -1.540  0.015
C: -3.871 0.797 -2.345  -1.047
C: -4.626 -0.208 -1.774  -1.060
C: -3.916 -0.648 -0.641  -0.676
N: -2.806 0.054 -0.475  1.144
C: 1.099 2.694 -2.343  0.207
C: 1.385 3.872 -3.021  -0.592
C: 2.077 3.841 -4.220  -0.675
C: 2.482 2.632 -4.759  -0.480
C: 2.170 1.451 -4.106  -0.791
C: 1.484 1.483 -2.905  0.533
H: 1.185 2.462 -0.225  0.235
H: 0.098 3.749 -0.759  0.447
H: -1.607 2.457 -2.579  0.457
H: -4.092 1.350 -3.236  0.538
H: -5.566 -0.591 -2.113  0.468
H: -4.223 -1.431 0.030  0.345
H: 1.071 4.819 -2.608  0.396
H: 2.313 4.765 -4.724  0.391
H: 3.030 2.606 -5.687  0.414
H: 2.479 0.502 -4.517  0.494
H: 1.246 0.558 -2.403  0.312
O: 3.801 -1.934 -0.331  -0.647
C: 3.115 -2.317 -1.410  0.247
C: 3.816 -3.031 -2.386  -0.670
C: 3.190 -3.467 -3.530  -0.416
C: 1.838 -3.200 -3.731  -0.961
C: 1.127 -2.507 -2.777  -0.660
C: 1.741 -2.054 -1.602  -0.152
C: 0.945 -1.299 -0.624  2.150
O: -0.295 -1.110 -0.806  -1.165
N: 1.581 -0.787 0.428  -0.473
N: 0.831 0.005 1.228  0.464
C: 1.536 0.542 2.187  -0.702
S: 3.179 -0.016 2.426  -0.033
C: 3.304 0.718 4.094  -0.632
C: 2.601 2.055 4.080  -0.596
S: 1.002 1.842 3.209  0.045
H: 3.225 -1.398 0.251  0.606
H: 4.865 -3.203 -2.211  0.468
H: 3.752 -4.020 -4.265  0.438
H: 1.358 -3.527 -4.640  0.454
H: 0.077 -2.302 -2.925  0.408
H: 4.363 0.806 4.334  0.408
H: 2.820 0.028 4.788  0.290
H: 3.170 2.823 3.552  0.324
H: 2.378 2.394 5.091  0.433

M ... 853.58 g mol⁻¹
Frontier orbital gap ... 5.3 eV
Highest occupied orbital energy ... -10.4 eV
Total charge ... +1

The following is a DFT calculation (the ωB97M-V functional and the def2-TZVPD basis) of C32H29AlAsNP2S4 as an isolated structure.

Last column: natural (NBO) charge in e.
Element x y z (Å)
Al: 0.054 0.205 -0.583  1.029
S: 3.638 -0.181 -0.782  -0.667
As: 2.446 1.510 -1.055  0.968
S: 0.721 0.846 -2.529  -0.719
S: 1.035 1.529 0.813  -0.723
S: 3.074 3.406 -1.528  -0.573
C: -1.319 -3.122 -0.424  -0.513
N: -2.498 -2.507 0.158  -0.508
C: -3.099 -1.445 -0.630  -0.503
P: -2.346 0.183 -0.196  0.914
C: -3.194 1.442 -1.166  -0.392
C: -4.166 1.130 -2.113  -0.191
C: -4.737 2.140 -2.875  -0.207
C: -4.337 3.456 -2.695  -0.182
C: -3.364 3.768 -1.755  -0.211
C: -2.789 2.766 -0.994  -0.115
C: -2.819 0.443 1.525  -0.393
C: -1.898 0.169 2.531  -0.176
C: -2.285 0.244 3.862  -0.195
C: -3.584 0.606 4.186  -0.186
C: -4.499 0.906 3.183  -0.231
C: -4.120 0.824 1.854  -0.134
C: -3.432 -3.372 0.810  0.226
C: -3.616 -4.696 0.422  -0.293
C: -4.527 -5.498 1.096  -0.181
C: -5.272 -4.987 2.147  -0.227
C: -5.096 -3.664 2.527  -0.210
C: -4.175 -2.862 1.873  -0.202
P: 0.246 -2.196 -0.091  0.902
C: 0.583 -2.414 1.670  -0.302
C: 1.707 -1.757 2.177  -0.201
C: 2.004 -1.851 3.527  -0.205
C: 1.183 -2.584 4.375  -0.194
C: 0.063 -3.231 3.872  -0.210
C: -0.240 -3.149 2.521  -0.223
C: 1.450 -3.178 -1.005  -0.388
C: 2.045 -4.295 -0.426  -0.132
C: 2.937 -5.057 -1.164  -0.230
C: 3.227 -4.709 -2.476  -0.181
C: 2.632 -3.596 -3.053  -0.200
C: 1.747 -2.822 -2.318  -0.164
H: -1.386 -3.248 -1.514  0.221
H: -1.173 -4.115 0.000  0.246
H: -4.168 -1.390 -0.418  0.245
H: -2.979 -1.630 -1.706  0.221
H: -4.489 0.109 -2.264  0.210
H: -5.491 1.897 -3.611  0.221
H: -4.779 4.240 -3.295  0.222
H: -3.041 4.792 -1.625  0.228
H: -2.013 3.009 -0.276  0.232
H: -0.874 -0.088 2.289  0.242
H: -1.565 0.027 4.640  0.227
H: -3.883 0.670 5.224  0.221
H: -5.508 1.204 3.439  0.222
H: -4.832 1.059 1.071  0.215
H: -3.062 -5.105 -0.413  0.218
H: -4.660 -6.527 0.786  0.218
H: -5.983 -5.615 2.667  0.219
H: -5.664 -3.255 3.353  0.218
H: -4.011 -1.841 2.194  0.216
H: 2.334 -1.167 1.515  0.270
H: 2.875 -1.341 3.917  0.228
H: 1.417 -2.649 5.430  0.218
H: -0.581 -3.801 4.531  0.218
H: -1.125 -3.651 2.152  0.212
H: 1.831 -4.557 0.603  0.210
H: 3.413 -5.917 -0.711  0.218
H: 3.933 -5.299 -3.047  0.218
H: 2.880 -3.307 -4.065  0.224
H: 1.335 -1.916 -2.746  0.247

M ... 719.71 g mol⁻¹
Frontier orbital gap ... 7.2 eV
Highest occupied orbital energy ... -7.2 eV

The following is a DFT calculation (the ωB97M-V functional and the def2-TZVPD basis) of C32H29BCrF4N2O5PS2 as an isolated structure.

Last column: Mulliken spin population.
Element x y z (Å)
Cr: -0.006 0.739 0.747  3.040
C: 0.708 -2.807 3.121  -0.004
C: 0.508 -1.883 1.951  -0.018
N: 0.019 -0.707 2.145  -0.071
N: -0.512 -0.459 3.415  0.004
C: -1.439 0.437 3.364  0.002
S: -1.984 1.307 1.981  -0.054
S: -2.259 0.882 4.878  0.000
C: -1.814 -0.506 5.963  -0.001
C: -2.859 -1.585 5.973  0.000
C: -3.861 -1.610 6.937  0.000
C: -4.854 -2.581 6.910  0.000
C: -4.860 -3.542 5.910  0.000
C: -3.865 -3.524 4.940  0.000
C: -2.874 -2.556 4.973  0.001
C: 0.725 -2.347 0.580  0.028
C: 1.522 -3.469 0.310  0.007
C: 1.595 -4.031 -0.945  0.005
C: 0.818 -3.480 -1.973  0.001
C: 0.027 -2.382 -1.749  -0.005
C: -0.012 -1.745 -0.484  0.018
O: -0.732 -0.674 -0.349  0.004
H: -0.240 -2.986 3.626  0.003
H: 1.363 -2.322 3.847  0.000
H: 1.124 -3.760 2.814  0.001
H: -1.665 -0.092 6.961  0.000
H: -0.860 -0.866 5.582  0.000
H: -3.865 -0.854 7.714  0.000
H: -5.627 -2.582 7.670  0.000
H: -5.639 -4.294 5.879  0.000
H: -3.866 -4.262 4.147  0.000
H: -2.116 -2.523 4.201  -0.001
H: 2.124 -3.890 1.105  -0.001
H: 2.239 -4.882 -1.129  0.001
H: 0.855 -3.913 -2.967  0.001
H: -0.547 -1.921 -2.542  0.001
O: -1.669 3.964 -0.713  0.010
C: -1.124 2.976 -1.193  0.006
O: -0.367 2.125 -0.621  -0.018
C: -1.292 2.711 -2.693  0.000
P: -0.226 1.342 -3.319  -0.006
C: -0.728 1.494 -5.102  0.001
C: -0.119 2.312 -6.052  0.000
C: -0.565 2.342 -7.367  0.000
C: -1.639 1.556 -7.762  0.000
C: -2.263 0.739 -6.828  0.000
C: -1.805 0.706 -5.519  0.000
C: 1.428 2.124 -3.395  0.003
C: 2.429 1.435 -4.082  -0.004
C: 3.725 1.918 -4.129  0.000
C: 4.049 3.096 -3.468  0.000
C: 3.069 3.777 -2.768  0.000
C: 1.767 3.297 -2.730  0.004
H: -1.116 3.649 -3.227  0.000
H: -2.329 2.415 -2.870  -0.001
H: 0.719 2.932 -5.757  0.000
H: -0.072 2.986 -8.086  0.000
H: -1.984 1.577 -8.789  0.000
H: -3.099 0.116 -7.123  0.000
H: -2.282 0.052 -4.797  0.000
H: 2.187 0.499 -4.575  0.000
H: 4.491 1.359 -4.654  0.000
H: 5.071 3.456 -3.465  0.000
H: 3.320 4.675 -2.217  0.000
H: 1.031 3.829 -2.144  -0.002
F: 2.212 0.777 3.528  0.000
B: 1.699 2.055 3.293  0.020
F: 2.718 2.991 3.201  -0.001
F: 0.768 2.401 4.261  0.001
F: 1.010 2.047 1.989  -0.004
C: 3.724 -0.395 0.944  0.002
C: 2.997 0.530 -0.015  0.002
O: 3.617 1.316 -0.714  0.006
O: 1.712 0.359 -0.063  0.017
H: 4.783 -0.146 0.974  0.001
H: 3.594 -1.424 0.603  0.000
H: 3.291 -0.303 1.940  0.002

⟨S²⟩ ... 3.776
Spin multiplicity ... 4
M ... 755.50 g mol⁻¹
Frontier orbital gap (alpha / beta) ... 6.7 / 7.1 eV
Highest occupied orbital energy (alpha / beta) ... -2.6 / -3.0 eV
Total charge ... -2

Calculated strongest force on any atom in order - 2.905; 0.244; 0.634 eV/A
Calculated energy relative to the best compared isomer or geometry (same formula, charge and spin) in order - 0.000; 0.000; 0.000 eV